Record 1
50
Properties=species:S:1:pos:R:3:forces:R:3:mulliken_charge:R:1 method="wB97M-V/def2-TZVPD" homo_lumo_gap_ev=9.1 de_lowest_kj_mol=0.0 lumo_energy_ev=0.624 smiles="O=C(NCC1(N2CCCCC2)CCCCC1)c1cccc(Cl)c1" e_tot_ha=-1385.1768
O 2.33831 2.08352 1.17337 0.124 0.126 0.191 -0.652
C 2.22516 1.41579 0.16313 0.012 -0.029 -0.249 0.395
N 1.03453 1.01732 -0.33673 -0.147 -0.137 -0.251 0.150
C -0.21267 1.31530 0.32313 -0.081 0.056 0.227 -1.985
C -1.05889 0.09017 0.78068 0.059 -0.125 0.137 1.912
N -2.18264 -0.00281 -0.17258 -0.098 0.008 0.014 0.296
C -1.79991 -0.29652 -1.54369 -0.132 0.202 -0.166 -0.206
C -2.91776 0.12327 -2.49768 0.109 -0.284 -0.077 -1.030
C -4.18778 -0.65352 -2.17892 -0.018 0.277 0.086 -0.730
C -4.51650 -0.45327 -0.70580 0.069 -0.316 -0.032 -0.988
C -3.32118 -0.83784 0.16702 -0.286 0.110 0.124 -0.462
C -0.24780 -1.22075 0.85214 0.058 0.251 -0.017 -1.080
C 0.82639 -1.22192 1.93732 -0.138 -0.243 0.064 -0.430
C 0.22088 -0.91861 3.30166 0.216 0.215 -0.069 -0.951
C -0.48028 0.43316 3.25155 -0.161 -0.211 0.059 -0.560
C -1.58377 0.40827 2.19466 0.138 0.051 -0.104 -1.770
C 3.41280 0.97864 -0.63666 0.324 -0.034 -0.009 0.786
C 4.50824 1.83219 -0.71314 -0.135 0.001 0.067 -0.581
C 5.63299 1.46009 -1.42594 -0.052 0.002 0.012 -0.551
C 5.68590 0.22830 -2.05647 -0.059 -0.122 -0.010 -0.443
C 4.60068 -0.62783 -1.95702 0.046 0.184 0.026 0.000
Cl 4.66390 -2.17982 -2.72048 0.010 -0.158 -0.068 -0.239
C 3.46352 -0.26563 -1.25519 0.033 0.097 0.010 -0.682
H 1.01668 0.52233 -1.21343 0.120 0.096 0.073 0.239
H 0.06805 1.92005 1.18532 -0.082 -0.020 -0.130 0.684
H -0.84454 1.93040 -0.32519 0.043 -0.053 0.110 0.213
H -0.89796 0.25407 -1.80683 0.048 -0.018 -0.002 0.017
H -1.60065 -1.37416 -1.68963 0.092 0.065 0.005 0.284
H -2.60337 -0.05584 -3.52779 0.013 0.040 -0.039 0.408
H -3.10381 1.19117 -2.37339 0.049 0.069 -0.031 0.313
H -5.01401 -0.31469 -2.80642 -0.012 -0.070 -0.043 0.365
H -4.02621 -1.71606 -2.37772 -0.024 -0.057 -0.041 0.311
H -5.38044 -1.05563 -0.41918 -0.048 0.016 0.033 0.423
H -4.75265 0.59656 -0.52631 -0.048 0.038 0.065 0.326
H -3.60507 -0.68604 1.20543 0.056 -0.069 -0.028 0.355
H -3.10247 -1.91190 0.02002 -0.014 0.016 0.074 0.298
H -0.95401 -2.02865 1.06351 -0.040 -0.055 -0.058 0.534
H 0.21082 -1.43399 -0.11552 -0.052 -0.070 -0.049 0.302
H 1.58914 -0.47530 1.71804 0.086 -0.002 0.019 0.121
H 1.31449 -2.19994 1.95242 0.071 0.041 -0.029 0.400
H 1.00491 -0.90687 4.06060 -0.024 -0.062 0.056 0.413
H -0.49697 -1.69849 3.56936 -0.027 -0.058 0.054 0.382
H 0.25959 1.20645 3.04353 0.040 0.093 0.028 0.370
H -0.92972 0.65975 4.22080 0.027 0.076 -0.005 0.463
H -2.11494 1.36111 2.16565 -0.120 0.041 -0.021 0.280
H -2.28702 -0.36273 2.50793 -0.081 0.023 -0.004 0.476
H 4.45906 2.78261 -0.20467 -0.001 0.074 0.060 0.454
H 6.47849 2.12780 -1.49009 0.069 0.061 -0.013 0.385
H 6.56072 -0.07210 -2.61130 0.060 -0.055 -0.052 0.428
H 2.64770 -0.96744 -1.16949 -0.089 -0.080 0.004 0.557

---

Record 2
8
Properties=species:S:1:pos:R:3:forces:R:3:mulliken_charge:R:1 method="wB97M-V/def2-TZVPD" homo_lumo_gap_ev=6.5 de_lowest_kj_mol=339.3 lumo_energy_ev=-2.603 e_tot_ha=-1024.1334
C -0.74028 -0.23783 -0.03813 0.411 -1.556 0.042 0.278
C 0.61230 0.59229 -0.08274 -3.170 3.517 1.236 0.589
H 0.55532 -1.67488 -0.05302 -1.874 0.255 0.824 0.329
H 3.18308 0.16634 1.43341 -2.475 -0.630 -3.193 0.239
O -0.43541 -1.50961 0.16517 1.951 -1.408 -0.699 -0.387
O 0.42531 1.78486 0.08933 1.497 -1.749 -0.432 -0.400
S -2.32435 0.11354 -0.02297 0.897 1.097 -0.208 -0.257
S 2.14374 -0.28981 -0.14523 2.763 0.474 2.430 -0.391

---

Record 3
8
Properties=species:S:1:pos:R:3:forces:R:3:mulliken_charge:R:1 method="wB97M-V/def2-TZVPD" homo_lumo_gap_ev=10.5 de_lowest_kj_mol=506.1 lumo_energy_ev=-6.218 e_tot_ha=-95.9958 charge=+1
C -0.52724 0.32451 -0.19113 -0.065 -0.903 0.205 -0.786
N 0.79517 -0.40248 0.40635 -1.996 -0.318 2.390 -0.442
H -0.71387 1.34107 0.14852 0.621 0.769 -0.184 0.399
H -0.82546 0.04428 -1.18789 -0.330 -0.074 -0.696 0.354
H -1.33935 -0.07559 0.43812 0.481 -0.383 -0.079 0.391
H 1.67621 -0.64180 0.00675 0.372 0.098 -1.306 0.327
H 0.39497 -1.19728 0.95888 0.653 1.015 -0.941 0.287
H 0.53956 0.60729 -0.57960 0.264 -0.204 0.611 0.472